# 1
The following is a quantum chemistry calculation of 2 unconnected molecules or ions with the total composition C4H13NO3 at a distorted geometry, from OMol25.

Computed properties:
SMILES: N[C@H](CO)CCO.O
E_tot in hartree: -440.55527
Kohn-Sham gap in eV: 9.691
LUMO energy in eV: 0.55

Geometry as ORCA input:
```
! RIJCOSX wB97M-V def2-TZVPD def2/J DEFGRID3
* xyz 0 1
C 1.86585 -0.59972 -0.67597
O 2.27160 -1.90468 -0.34118
C 1.11070 0.17246 0.45275
C -0.33895 0.29441 -0.26538
C -1.12143 1.58708 -0.33067
O -1.78177 1.76135 1.01045
N 1.99183 1.25444 0.74368
H 2.69074 -0.12884 -1.25346
H 1.04739 -0.99305 -1.35003
H 3.11120 -1.85976 0.16936
H 1.09980 -0.47060 1.37112
H -0.87014 -0.43542 0.24724
H -0.26243 -0.02800 -1.28503
H -2.10262 1.42035 -0.95116
H -0.59342 2.48484 -0.71974
H -2.31377 1.08819 1.25470
H 1.78900 1.74748 1.52147
H 2.05434 2.07669 0.10876
H -2.50489 -2.42447 -0.00534
H -3.93300 -2.49226 -0.23731
O -3.21004 -2.55048 0.53574
*
```

=====

# 2
The following is a quantum chemistry calculation of a molecular structure, C38H45AsN2O2PRuS2 at a distorted geometry, from OMol25.

Computed properties:
E_tot in hartree: -5202.97447
Kohn-Sham gap (alpha / beta) in eV: 6.888 / 6.712
LUMO energy (alpha / beta) in eV: -6.95 / -7.15

Geometry as ORCA input:
```
! RIJCOSX wB97M-V def2-TZVPD def2/J DEFGRID3
* xyz 2 2
Ru -0.43541 -0.02707 0.07074
O -1.58484 -1.21554 3.76746
C -1.16678 -1.29557 2.64635
O -0.38458 -0.41931 2.06001
C -1.51155 -2.54790 1.79750
P -1.59804 -2.03157 0.06701
C -2.97659 -0.89289 -0.11702
C -3.42424 -0.60795 -1.41868
C -4.37246 0.37666 -1.62048
C -4.87274 1.09460 -0.53253
C -4.44017 0.81314 0.75475
C -3.49534 -0.17942 0.97085
C -1.65537 -3.34503 -1.14544
C -2.82112 -4.09456 -1.32014
C -2.83963 -5.12225 -2.24704
C -1.70024 -5.40390 -2.99452
C -0.54152 -4.66128 -2.82079
C -0.51680 -3.62845 -1.89543
H -2.41562 -3.01432 2.18179
H -0.68600 -3.25782 1.87868
H -3.03817 -1.18262 -2.25124
H -4.74812 0.56934 -2.61835
H -5.62183 1.85988 -0.69046
H -4.84403 1.35857 1.59697
H -3.17599 -0.39448 1.98308
H -3.70657 -3.87372 -0.73458
H -3.73778 -5.70872 -2.38576
H -1.71857 -6.20972 -3.71624
H 0.33962 -4.88989 -3.40509
H 0.37999 -3.03725 -1.74992
S -0.30465 0.19210 -2.26712
C -1.09501 1.66178 -2.56689
N -1.65873 1.90330 -3.72497
C -2.36576 3.16801 -3.94352
C -1.64878 4.28061 -3.24346
N -1.41796 3.92395 -1.83806
C -1.41165 5.05835 -0.88846
C -0.40706 6.09248 -1.33422
C 0.95158 5.82737 -1.19310
C 1.88992 6.75668 -1.61496
C 1.47188 7.95730 -2.17598
C 0.11901 8.22707 -2.31295
C -0.82066 7.29391 -1.89418
C -1.14629 2.69136 -1.51943
S -0.86497 2.23778 0.11253
C -1.70130 0.96974 -4.86120
C -0.82374 1.46982 -5.98501
C -1.37243 1.77704 -7.22239
C -0.56168 2.25191 -8.24647
C 0.79604 2.42725 -8.03131
C 1.34911 2.12006 -6.79381
C 0.54231 1.64091 -5.77346
H -3.39861 3.07523 -3.59498
H -2.37596 3.37717 -5.01228
H -2.25760 5.18239 -3.27724
H -0.69416 4.50133 -3.72511
H -1.18515 4.68014 0.10094
H -2.41643 5.48155 -0.87029
H 1.26573 4.89497 -0.73476
H 2.94640 6.55523 -1.49394
H 2.20300 8.68735 -2.49682
H -0.20697 9.16720 -2.73746
H -1.87928 7.51300 -1.98458
H -2.73983 0.91436 -5.19377
H -1.39188 -0.01250 -4.51711
H -2.43455 1.63716 -7.39326
H -0.99427 2.48331 -9.21057
H 1.42688 2.79810 -8.82803
H 2.41108 2.24689 -6.62939
H 0.97777 1.38734 -4.81134
C 2.44761 -2.29552 1.80347
C 2.78560 -1.55345 0.51689
As 1.92680 0.18640 0.30957
C 2.36572 1.23368 1.87553
C 3.86540 1.27824 2.14794
C 2.93038 0.92165 -1.18039
C 2.59714 2.38048 -1.47367
H 2.97078 -3.25011 1.82834
H 1.37968 -2.47757 1.87830
H 2.75116 -1.72528 2.68145
H 2.50899 -2.12083 -0.37257
H 3.85790 -1.35921 0.44527
H 1.80148 0.77080 2.68528
H 1.95377 2.23015 1.71090
H 4.27765 0.28074 2.30045
H 4.04902 1.85202 3.05543
H 4.41396 1.75626 1.33581
H 2.74196 0.27493 -2.03687
H 3.98067 0.80830 -0.91014
H 1.55727 2.49347 -1.78320
H 3.22593 2.77050 -2.27429
H 2.76248 3.00109 -0.59209
*
```

=====

# 3
The following is a quantum chemistry calculation of a molecular structure, C26H24Cl2N6O3S2Ti, from OMol25.

Computed properties:
E_tot in hartree: -4125.72584
Kohn-Sham gap (alpha / beta) in eV: 4.070 / 6.760
LUMO energy (alpha / beta) in eV: 4.42 / 4.39

Geometry as ORCA input:
```
! RIJCOSX wB97M-V def2-TZVPD def2/J DEFGRID3
* xyz -2 3
Ti 0.04511 0.00281 0.13584
N 3.75070 -0.72811 -3.17406
C 3.43701 -0.77108 -1.80960
S 4.15812 -2.07370 -0.90683
N 2.61926 0.16255 -1.43840
N 2.21091 0.16675 -0.11289
C 3.08239 0.37557 0.79870
C 2.78755 0.46815 2.21687
C 3.82603 0.84468 3.07380
C 3.65516 0.93053 4.44070
C 2.40132 0.61777 4.97295
C 1.36124 0.23609 4.15538
C 1.51117 0.15495 2.75393
O 0.51117 -0.22555 2.02289
H 3.98423 -1.63957 -3.53626
H 3.05030 -0.23105 -3.70800
H 4.12038 0.51300 0.49671
H 4.79279 1.06824 2.63363
H 4.47307 1.22908 5.08428
H 2.24165 0.67662 6.04454
H 0.38511 -0.00380 4.55840
S -4.17753 1.53634 1.17866
C -4.31637 -0.20446 1.01688
C -5.43968 -0.99449 1.17293
C -5.33181 -2.37137 0.99021
C -4.09689 -2.92456 0.65488
C -2.96742 -2.13700 0.49713
C -3.05894 -0.75140 0.67574
N -2.04161 0.14643 0.56011
C -2.46264 1.42608 0.78829
C -1.57535 2.50818 0.63017
C -1.95138 3.86369 0.78442
C -1.00974 4.85992 0.59867
C 0.30650 4.53655 0.25289
C 0.66368 3.19183 0.08491
C -0.23735 2.14689 0.25628
H -6.39272 -0.54649 1.43047
H -6.20271 -3.00453 1.10792
H -4.01398 -3.99685 0.51624
H -2.00700 -2.57184 0.25122
H -2.97199 4.12499 1.04926
H -1.29925 5.89935 0.71800
H 1.03776 5.32324 0.10111
H 1.68160 2.96525 -0.22329
C 0.98148 -4.09368 -1.57969
C 0.42358 -2.75191 -1.22690
N 0.57597 -2.20589 -0.06740
O 1.41771 -2.91270 0.79493
C -0.31211 -1.97920 -2.20344
C -0.73865 -2.51373 -3.53300
N -0.57543 -0.74655 -1.83601
O -1.23214 0.03194 -2.60564
H 2.00496 -3.97340 -1.94483
H 0.37666 -4.57127 -2.34863
H 1.02680 -4.71710 -0.68877
H 2.31047 -2.75164 0.41492
H -1.60694 -3.17781 -3.45915
H 0.06787 -3.06818 -4.01677
H -1.01946 -1.66393 -4.15440
Cl -2.00675 3.92378 -4.12443
C -0.89118 3.20565 -2.91842
Cl 0.76285 3.13279 -3.54640
H -1.21384 2.18970 -2.71109
H -0.89170 3.84347 -2.04056
*
```

=====

# 4
The following is a quantum chemistry calculation of a molecular structure, C42H57BCl2KN9O3S2Si, from OMol25.

Computed properties:
E_tot in hartree: -4984.61193
Kohn-Sham gap (alpha / beta) in eV: 6.275 / 5.645
LUMO energy (alpha / beta) in eV: 1.65 / 1.02

Geometry as ORCA input:
```
! RIJCOSX wB97M-V def2-TZVPD def2/J DEFGRID3
* xyz -1 2
K 0.93421 0.30228 -0.17974
C 4.64804 0.85963 1.62792
C 4.63021 0.56580 0.16237
C 5.64442 -0.03252 -0.60344
C 5.13868 -0.05069 -1.88276
N 3.91143 0.50275 -1.86435
N 3.58664 0.87312 -0.59798
B 2.92200 0.68404 -3.04326
N 2.02900 -0.59188 -3.20625
C 2.28209 -1.62752 -4.03635
C 1.19767 -2.47565 -4.01243
C 0.30150 -1.87460 -3.10631
C -1.02703 -2.38168 -2.64637
N 0.81165 -0.74767 -2.62729
N 2.08145 1.97363 -2.89670
C 2.31076 3.12028 -3.57834
C 1.28377 3.99200 -3.30914
C 0.43942 3.28301 -2.43306
C -0.83038 3.74444 -1.79728
N 0.93054 2.07826 -2.18979
N 3.69323 0.83732 -4.37939
C 3.09684 0.84499 -5.59152
C 4.03823 1.19908 -6.52843
C 5.21407 1.40541 -5.77954
C 6.57169 1.80200 -6.26586
N 4.99327 1.19446 -4.49077
H 5.63118 1.22590 1.92874
H 4.43134 -0.03202 2.22121
H 3.90891 1.61959 1.87637
H 6.60971 -0.37961 -0.27264
H 5.57881 -0.38035 -2.80677
H 3.20232 -1.68081 -4.59441
H 1.06332 -3.39070 -4.56607
H -1.36161 -3.20169 -3.28408
H -1.77214 -1.58770 -2.64061
H -0.97151 -2.75439 -1.61943
H 3.18192 3.23251 -4.20445
H 1.15526 4.99275 -3.68772
H -1.22272 4.62125 -2.31454
H -0.66729 4.03037 -0.75395
H -1.57931 2.95264 -1.80229
H 2.04669 0.61992 -5.69199
H 3.90101 1.30045 -7.59270
H 6.53941 2.06976 -7.32201
H 7.28834 0.98708 -6.14612
H 6.94805 2.65843 -5.70525
S 1.96937 -4.00920 3.04395
C 1.86644 -4.64950 1.43830
C 1.84395 -5.97385 1.01069
C 1.78160 -6.21318 -0.34797
C 1.75458 -5.15806 -1.26836
C 1.77640 -3.84623 -0.84513
C 1.81597 -3.58855 0.52489
N 1.84037 -2.32212 1.08466
C 1.93258 -2.39494 2.37001
C 1.96516 -1.22779 3.25538
C 2.37604 -1.30117 4.59263
C 2.35693 -0.17253 5.39786
C 1.92781 1.05143 4.90251
C 1.51684 1.16331 3.57207
C 1.57087 0.01951 2.83049
H 1.87534 -6.79150 1.71930
H 1.75820 -7.23474 -0.70613
H 1.71695 -5.37096 -2.32902
H 1.76193 -3.02360 -1.54791
H 2.71500 -2.24574 5.00042
H 2.67832 -0.25081 6.42816
H 1.91072 1.92324 5.54459
H 1.17432 2.10276 3.15943
C -3.67958 -1.34593 3.76013
C -2.63367 -1.90512 2.79510
C -1.32410 -2.12174 3.54395
C -3.10387 -3.23097 2.19395
O -2.32442 -0.99353 1.73967
Si -3.33944 -0.02718 0.83047
S -2.48013 0.55290 -0.90353
O -4.72914 -0.93673 0.74207
C -6.02362 -0.63108 0.23022
C -6.06490 0.68426 -0.54474
C -6.40966 -1.78712 -0.68807
C -6.96874 -0.55389 1.42839
O -3.84814 1.20105 1.86125
C -3.15337 2.37105 2.26619
C -1.65623 2.10248 2.44975
C -3.36566 3.47057 1.22609
C -3.76432 2.78277 3.60461
H -3.84905 -2.05655 4.57398
H -4.62179 -1.15999 3.24888
H -3.33209 -0.40276 4.18668
H -1.46027 -2.79477 4.39505
H -0.93342 -1.16710 3.90718
H -0.59476 -2.56264 2.86461
H -3.39363 -3.93220 2.98235
H -2.29668 -3.67868 1.60845
H -3.95551 -3.05754 1.53935
H -5.35721 0.66545 -1.37235
H -5.79668 1.51756 0.10673
H -7.07402 0.85197 -0.93207
H -5.73104 -1.81940 -1.54204
H -7.43448 -1.67535 -1.05228
H -6.32970 -2.73247 -0.14656
H -6.62177 0.22466 2.11098
H -6.97745 -1.50734 1.96280
H -7.98883 -0.32000 1.11199
H -1.18804 1.91098 1.47874
H -1.49821 1.22996 3.08684
H -1.18745 2.97283 2.92133
H -3.00818 3.12493 0.25567
H -2.83298 4.38623 1.50540
H -4.43069 3.70024 1.14392
H -3.61020 1.99750 4.34749
H -4.83879 2.93521 3.48560
H -3.31629 3.70979 3.97318
Cl 0.96089 6.14884 0.72210
C 1.12329 4.59367 1.55856
Cl 2.04637 3.41796 0.61982
H 0.12743 4.19778 1.72349
H 1.63943 4.78003 2.49259
*
```

=====

# 5
The following is a quantum chemistry calculation of 2 unconnected molecules or ions with the total composition C3H10NO at a distorted geometry, from OMol25.

Computed properties:
E_tot in hartree: -250.26407
Kohn-Sham gap in eV: 6.477
LUMO energy in eV: 4.09

Geometry as ORCA input:
```
! RIJCOSX wB97M-V def2-TZVPD def2/J DEFGRID3
* xyz -1 1
C 2.78112 -0.13506 -0.46532
O 1.79748 -0.98922 -0.07872
H 2.62007 0.92170 -0.15937
H 3.78978 -0.38964 -0.02390
H 2.96867 -0.12485 -1.55983
C -2.55624 1.06184 0.46455
C -1.10868 0.58242 0.39471
N -0.95770 -0.65072 -0.33900
H -3.08882 0.32546 1.07579
H -2.56002 2.01574 0.99305
H -3.07801 1.10678 -0.48828
H -0.45537 1.30616 -0.11075
H -0.63849 0.48014 1.38784
H 0.04857 -0.88388 -0.46547
H -1.50779 -1.43626 -0.03942
*
```

=====

# 6
The following is a quantum chemistry calculation of a gas-phase ion, C6H12BrN3 (charge +2) at a distorted geometry, from OMol25.

Computed properties:
SMILES: CNC(=C/C=C\Br)/[NH+]=C/[NH3+]
E_tot in hartree: -2973.32494
Kohn-Sham gap (alpha / beta) in eV: 6.475 / 7.256
LUMO energy (alpha / beta) in eV: -9.60 / -8.83

Geometry as ORCA input:
```
! RIJCOSX wB97M-V def2-TZVPD def2/J DEFGRID3
* xyz 2 1
C 0.51106 -1.75912 0.70250
C 1.91659 -1.92723 1.03635
C -0.11215 -0.86032 -0.20711
C 3.08630 -1.26058 0.77992
C 0.45173 1.26562 0.71352
C -2.29151 -0.71715 -1.52670
N -0.06013 0.48477 -0.21115
N -1.19890 -1.38715 -0.87924
N 0.73759 2.59538 0.52203
Br 3.18618 0.19770 -0.48626
H -0.02788 -2.63594 1.08313
H 2.05093 -2.79097 1.85490
H 4.12331 -1.34928 1.13985
H 0.67748 0.85491 1.74406
H -1.86058 -0.21699 -2.34135
H -3.00354 -0.27976 -0.85332
H -2.85077 -1.54812 -1.87997
H -0.39772 0.78549 -1.10705
H -1.16816 -2.36142 -0.99385
H 1.70236 2.83529 0.76896
H 0.25311 3.19016 1.23252
H 0.55903 2.86887 -0.44892
*
```